{"formula": "C33H34F5NPRu", "method": "wB97M-V/def2-TZVPD", "charge": 3, "orbital_gap_ev": [6.7, 3.8], "spin_multiplicity": 5, "s2": 6.051, "fmax_ha_per_bohr": 0.0110, "e_tot_ha": -2267.07153, "relative_energy_kj_mol": 0.0, "elements": ["Ru", "C", "C", "C", "C", "C", "C", "H", "H", "H", "H", "H", "H", "F", "C", "C", "C", "F", "C", "F", "C", "F", "C", "F", "C", "C", "C", "C", "P", "C", "C", "C", "C", "C", "C", "C", "C", "C", "C", "H", "H", "H", "H", "H", "H", "H", "H", "H", "H", "H", "H", "H", "H", "H", "H", "H", "H", "H", "H", "H", "H", "H", "N", "C", "C", "C", "C", "C", "C", "C", "H", "H", "H", "H", "H"], "coordinates": [[-1.308738, -0.634899, -0.326561], [-4.107688, -0.036579, 0.258078], [-3.748721, -1.041219, 1.155729], [-3.241209, -2.260053, 0.688187], [-3.059947, -2.457817, -0.682575], [-3.382711, -1.423802, -1.583343], [-3.913111, -0.220926, -1.110818], [-4.526573, 0.890873, 0.624360], [-3.914927, -0.899472, 2.216179], [-3.076986, -3.075356, 1.380095], [-2.758826, -3.425586, -1.059452], [-3.316260, -1.597340, -2.648554], [-4.193194, 0.556402, -1.809127], [-1.142476, -2.807063, -2.759115], [-0.568784, -1.647501, -3.105299], [-0.439748, -0.623972, -2.172649], [0.206602, 0.532164, -2.603777], [0.510573, 1.494042, -1.715363], [0.648489, 0.695745, -3.901240], [1.276148, 1.803002, -4.254348], [0.464051, -0.331744, -4.822221], [0.884967, -0.192610, -6.054136], [-0.140763, -1.515391, -4.417243], [-0.304782, -2.504449, -5.269461], [0.080921, -3.386642, 2.135529], [1.122500, -2.966981, 1.103476], [2.538614, -3.238028, 1.599776], [0.861176, -3.691127, -0.216605], [0.868904, -1.082824, 0.759577], [2.469956, -0.709242, -0.067728], [3.568766, -0.160742, 0.674932], [4.750406, 0.126927, 0.059720], [4.913580, -0.177572, -1.312972], [3.856522, -0.776631, -2.054213], [2.673828, -1.058265, -1.436175], [0.729652, -0.013179, 2.316707], [1.540469, -0.451820, 3.538072], [1.085614, 1.426445, 1.905829], [-0.756333, -0.062168, 2.698304], [0.094159, -4.477482, 2.201157], [-0.924101, -3.092203, 1.836459], [0.291025, -3.005340, 3.132162], [2.599435, -4.295403, 1.868145], [2.799082, -2.671616, 2.492279], [3.290362, -3.062927, 0.828365], [1.026129, -4.759243, -0.057699], [1.538848, -3.386388, -1.013727], [-0.168952, -3.565806, -0.552288], [3.473965, 0.027371, 1.730722], [5.567303, 0.561183, 0.620559], [5.865821, 0.010783, -1.795667], [4.001895, -1.019075, -3.098662], [1.883917, -1.540122, -1.990338], [2.617739, -0.404593, 3.403204], [1.280316, -1.448637, 3.885412], [1.304444, 0.238585, 4.351359], [2.159035, 1.578735, 1.810856], [0.735964, 2.108661, 2.682732], [0.614725, 1.720415, 0.965469], [-1.085528, -1.057782, 2.993250], [-1.405593, 0.325073, 1.901320], [-0.921896, 0.604829, 3.547195], [-1.764464, 1.582939, -0.156872], [-1.766710, 2.734452, -0.085483], [-1.796903, 4.149206, -0.009679], [-2.116966, 4.770206, 1.205102], [-2.148805, 6.148787, 1.264394], [-1.865025, 6.901641, 0.129166], [-1.550903, 6.281413, -1.075788], [-1.512794, 4.903765, -1.155662], [-2.349973, 4.176597, 2.079464], [-2.404188, 6.639540, 2.193185], [-1.891559, 7.981647, 0.183731], [-1.344518, 6.874424, -1.955809], [-1.275243, 4.411764, -2.089585]], "forces_ev_per_angstrom": [[-0.5, 0.2, -0.2], [0.0, 0.0, 0.0], [0.0, 0.1, 0.0], [0.1, 0.0, 0.0], [-0.1, 0.0, 0.0], [-0.1, 0.0, 0.0], [-0.1, 0.0, 0.0], [0.0, 0.0, 0.0], [0.0, 0.0, 0.0], [0.1, 0.0, 0.0], [0.1, 0.0, 0.0], [0.1, 0.0, 0.0], [0.0, 0.0, 0.0], [0.0, 0.0, 0.0], [0.0, 0.0, 0.1], [0.0, 0.1, 0.0], [0.1, -0.1, 0.1], [0.0, 0.0, 0.0], [0.0, 0.0, 0.0], [0.0, 0.0, 0.0], [0.0, 0.0, 0.0], [0.0, 0.0, 0.0], [0.0, 0.0, 0.0], [0.0, 0.0, 0.0], [0.0, -0.1, 0.0], [-0.1, 0.4, -0.2], [0.1, -0.1, 0.1], [0.0, -0.1, 0.0], [0.1, -0.3, 0.4], [-0.1, 0.0, 0.0], [0.1, 0.0, -0.1], [-0.1, 0.0, 0.1], [0.1, 0.0, -0.1], [-0.1, -0.1, 0.0], [0.1, 0.0, -0.1], [0.1, 0.0, -0.2], [0.0, 0.0, 0.0], [0.0, 0.0, 0.0], [-0.1, -0.1, 0.0], [0.0, 0.0, 0.0], [0.0, 0.0, 0.0], [0.0, 0.0, 0.0], [0.0, 0.0, 0.0], [0.0, 0.0, 0.0], [0.0, 0.0, 0.0], [0.0, 0.0, 0.0], [0.0, 0.0, 0.0], [0.0, 0.0, 0.0], [-0.1, 0.0, 0.0], [0.0, 0.0, 0.0], [0.0, 0.0, 0.0], [0.1, 0.0, 0.0], [0.0, 0.1, 0.0], [0.0, 0.0, 0.0], [0.0, 0.0, 0.0], [0.0, 0.0, 0.0], [-0.1, 0.1, 0.0], [0.0, 0.0, 0.0], [0.0, 0.0, 0.0], [0.0, 0.0, 0.0], [0.0, 0.0, 0.1], [0.0, 0.0, 0.0], [0.3, -0.2, 0.1], [-0.2, -0.1, -0.1], [0.0, 0.2, 0.0], [0.0, -0.1, 0.0], [0.0, 0.0, 0.0], [0.0, -0.1, 0.0], [0.0, 0.0, 0.0], [0.0, -0.1, 0.0], [0.0, 0.0, 0.0], [0.0, 0.0, 0.0], [0.0, 0.0, 0.0], [0.0, 0.0, 0.0], [0.0, 0.0, 0.0]]}